Computed, not measured: a molecular structure, C28H26CuN3, with ωB97M-V/def2-TZVPD.

## Properties
Orbital gap (spin up / spin down) ... 0.28505 / 0.21442 hartree
Net charge ... +1
Spin multiplicity ... 2

XYZ file:
```
58
Properties=species:S:1:pos:R:3:lowdin_charge:R:1
Cu -0.211 -0.058 -0.092 0.392
C -3.446 3.798 0.997 -0.046
C -2.714 2.709 0.233 -0.409
C -2.908 2.834 -1.272 -0.064
C -1.250 2.629 0.571 -0.200
C -0.708 1.528 1.299 -0.091
C 0.683 1.535 1.544 -0.062
C 1.511 2.589 1.163 -0.293
C 2.975 2.592 1.309 -0.034
C 0.898 3.682 0.614 -0.024
C -0.453 3.734 0.311 -0.008
H -4.471 3.924 0.672 0.081
H -2.895 4.704 1.048 0.066
H -3.615 3.434 2.051 0.104
H -3.135 1.743 0.499 0.104
H -2.577 3.842 -1.589 0.095
H -3.896 2.718 -1.599 0.062
H -2.322 2.051 -1.776 0.080
H -1.321 0.732 1.819 0.145
H 1.144 0.730 2.122 0.128
H 3.318 1.576 1.477 0.074
H 3.218 3.144 2.205 0.091
H 3.436 2.997 0.387 0.098
H 1.420 4.573 0.411 0.112
H -0.846 4.572 -0.275 0.129
C 3.668 0.868 -2.033 -0.024
C 2.301 0.730 -1.936 -0.108
N 1.686 -0.136 -1.138 0.089
C 2.495 -0.941 -0.389 -0.144
C 3.910 -0.886 -0.407 -0.163
C 4.495 0.064 -1.222 0.026
C 4.696 -1.740 0.386 -0.009
C 4.067 -2.742 1.054 -0.052
C 2.677 -2.768 1.113 -0.001
C 1.845 -1.992 0.342 -0.214
N 0.476 -1.914 0.403 0.121
C -0.410 -2.893 0.039 -0.176
C -0.084 -4.235 -0.042 0.020
C -1.034 -5.187 -0.352 -0.060
C -2.352 -4.894 -0.506 0.016
C -2.728 -3.511 -0.485 -0.122
C -4.003 -3.042 -0.739 0.012
C -4.250 -1.695 -0.773 -0.009
C -3.197 -0.798 -0.625 -0.085
N -1.973 -1.178 -0.368 0.091
C -1.748 -2.505 -0.238 -0.126
H 4.141 1.552 -2.714 0.109
H 1.629 1.416 -2.469 0.129
H 5.561 0.111 -1.276 0.122
H 5.744 -1.824 0.390 0.113
H 4.667 -3.412 1.589 0.102
H 2.165 -3.552 1.724 0.136
H 0.907 -4.541 0.125 0.099
H -0.676 -6.238 -0.280 0.135
H -3.054 -5.665 -0.767 0.124
H -4.864 -3.643 -0.845 0.119
H -5.248 -1.349 -0.822 0.109
H -3.341 0.228 -0.865 0.088
```

---

Computed, not measured: a molecular structure, C28H26F6IN4O9S3TeW, with ωB97M-V/def2-TZVPD.

## Properties
Orbital gap (spin up / spin down) ... 0.26458 / 0.19520 hartree
Net charge ... 0
Spin multiplicity ... 4

XYZ file:
```
79
Properties=species:S:1:pos:R:3:lowdin_charge:R:1
W -0.861 -0.480 -1.113 1.616
O -1.407 -0.037 2.186 -0.279
S -2.293 0.298 1.105 0.366
O -3.542 0.898 1.413 -0.228
O -1.490 1.116 0.046 -0.556
O -2.446 -0.938 0.178 -0.460
F -1.177 -1.396 -6.821 0.139
C -0.870 -1.343 -5.535 -0.727
F -1.987 -1.437 -4.821 0.115
F -0.101 -2.410 -5.237 0.084
S 0.169 0.220 -5.184 0.956
O -0.046 -0.904 -2.555 -0.518
O 0.470 0.726 -6.512 -0.438
N -1.109 1.126 -4.601 -0.372
S -1.530 1.362 -3.189 0.621
O -0.466 1.585 -2.157 -0.463
O -2.423 0.363 -2.554 -0.374
C -2.496 2.926 -3.307 -0.684
F -1.678 3.914 -3.630 0.168
F -3.046 3.170 -2.127 0.167
F -3.442 2.807 -4.222 0.172
I -5.107 -4.886 -2.956 0.904
C -3.361 -3.884 -2.541 -0.756
C -2.085 -4.236 -2.931 -0.115
N -1.260 -3.304 -2.439 0.030
N -1.933 -2.372 -1.761 -0.123
C -3.217 -2.698 -1.814 -0.153
H -1.723 -5.066 -3.512 0.131
H -0.274 -3.158 -2.602 0.152
H -3.955 -2.088 -1.321 0.129
C -0.342 6.240 4.808 -0.055
C -0.144 5.093 3.853 -0.269
C -0.464 5.229 2.507 -0.012
C -0.279 4.183 1.599 -0.272
C -0.663 4.308 0.151 -0.044
C 0.243 3.037 2.141 0.041
Te 1.498 0.717 0.133 1.658
N 0.149 -1.781 -0.125 -0.068
C 0.465 -2.089 1.152 -0.547
O 1.435 -1.504 1.661 -0.076
C -0.230 -3.190 1.852 -0.144
C 0.242 -3.572 3.104 -0.003
C -0.396 -4.586 3.797 -0.065
C -1.504 -5.215 3.242 -0.070
C -1.977 -4.830 1.995 -0.060
C -1.340 -3.818 1.298 -0.013
C 3.089 -0.206 -0.871 -0.474
C 2.997 -0.468 -2.235 -0.128
C 4.070 -1.039 -2.899 -0.071
C 5.227 -1.342 -2.199 -0.067
C 5.317 -1.062 -0.844 -0.043
C 4.259 -0.481 -0.151 -0.315
C 4.393 -0.183 1.317 -0.076
C 0.591 2.806 3.450 -0.278
C 1.188 1.512 3.933 -0.048
C 0.378 3.886 4.310 -0.015
H -1.008 6.992 4.387 0.073
H 0.608 6.728 5.037 0.081
H -0.770 5.898 5.751 0.077
H -0.877 6.167 2.148 0.116
H -0.811 5.352 -0.122 0.081
H -1.588 3.761 -0.040 0.068
H 0.102 3.883 -0.501 0.067
H 1.097 -3.060 3.523 0.121
H -0.034 -4.885 4.771 0.106
H -2.004 -6.004 3.788 0.106
H -2.847 -5.313 1.571 0.107
H -1.717 -3.496 0.336 0.086
H 2.092 -0.238 -2.779 0.057
H 3.998 -1.238 -3.960 0.109
H 6.070 -1.789 -2.711 0.107
H 6.231 -1.289 -0.309 0.114
H 5.434 -0.255 1.629 0.083
H 3.802 -0.881 1.911 0.073
H 4.051 0.827 1.560 0.058
H 0.775 0.663 3.389 0.044
H 0.985 1.369 4.994 0.081
H 2.273 1.517 3.801 0.078
H 0.621 3.772 5.362 0.120
```

---

Computed, not measured: a molecular structure, C28H26F6IN4O9S3TeW, with ωB97M-V/def2-TZVPD.

## Properties
Orbital gap (spin up / spin down) ... 0.22375 / 0.20788 hartree
Net charge ... 0
Spin multiplicity ... 4

XYZ file:
```
79
Properties=species:S:1:pos:R:3:lowdin_charge:R:1
W -1.094 1.836 0.962 1.878
O 0.006 0.743 2.213 -0.406
S 0.193 3.458 2.700 0.840
O 0.234 4.892 2.688 -0.377
O -1.332 2.949 2.573 -0.532
O 0.522 2.927 1.129 -0.604
F -1.794 3.909 -3.099 0.147
C -1.352 2.727 -3.486 -0.721
F -0.057 2.845 -3.778 0.132
F -2.005 2.334 -4.577 0.142
S -1.535 1.394 -2.183 0.874
O -0.941 2.249 -0.995 -0.616
O -0.403 0.508 -2.603 -0.509
N -3.347 2.019 -1.972 -0.288
S -3.999 2.275 -0.632 0.598
O -4.909 3.376 -0.552 -0.248
O -3.065 2.280 0.571 -0.466
C -5.068 0.822 -0.208 -0.670
F -6.151 0.845 -0.978 0.147
F -4.420 -0.327 -0.429 0.130
F -5.441 0.858 1.068 0.151
I -3.361 8.281 0.213 0.862
C -2.204 6.583 0.128 -0.760
C -0.906 6.485 -0.313 -0.135
N -0.570 5.189 -0.204 0.006
N -1.561 4.450 0.296 -0.041
C -2.569 5.278 0.501 -0.168
H -0.222 7.226 -0.689 0.120
H 0.328 4.755 -0.340 0.148
H -3.509 4.920 0.884 0.109
C 5.329 -3.228 -4.005 -0.044
C 4.305 -2.518 -3.164 -0.255
C 4.681 -1.527 -2.263 -0.007
C 3.749 -0.866 -1.474 -0.297
C 4.206 0.193 -0.506 -0.065
C 2.404 -1.225 -1.606 -0.349
Te 0.993 -0.189 -0.403 1.881
N -1.540 0.018 0.169 -0.203
C -2.117 -0.420 1.282 -0.558
O -2.362 0.510 2.128 -0.079
C -2.407 -1.828 1.572 -0.147
C -2.838 -2.195 2.843 0.004
C -3.067 -3.532 3.126 -0.065
C -2.865 -4.493 2.144 -0.074
C -2.438 -4.124 0.874 -0.069
C -2.209 -2.790 0.586 -0.021
C 1.607 -0.809 1.490 -0.351
C 1.385 0.389 2.366 -0.456
C 1.650 0.109 3.805 0.016
C 1.970 -1.141 4.236 -0.070
C 2.075 -2.225 3.350 -0.006
C 1.849 -2.060 1.946 -0.288
C 1.894 -3.267 1.051 -0.034
C 1.987 -2.209 -2.501 -0.297
C 0.551 -2.632 -2.674 -0.063
C 2.960 -2.841 -3.269 -0.008
H 6.304 -2.752 -3.928 0.075
H 5.034 -3.236 -5.055 0.083
H 5.435 -4.267 -3.688 0.085
H 5.727 -1.255 -2.177 0.118
H 5.261 0.419 -0.653 0.083
H 4.075 -0.137 0.528 0.077
H 3.647 1.124 -0.631 0.071
H -2.981 -1.428 3.593 0.126
H -3.402 -3.827 4.112 0.106
H -3.046 -5.536 2.368 0.105
H -2.293 -4.877 0.110 0.105
H -1.891 -2.475 -0.401 0.106
H 2.004 1.236 2.031 0.125
H 1.556 0.937 4.496 0.115
H 2.138 -1.314 5.292 0.109
H 2.298 -3.213 3.730 0.111
H 1.665 -4.171 1.614 0.085
H 2.884 -3.385 0.605 0.094
H 1.173 -3.183 0.237 0.058
H -0.147 -1.989 -2.140 0.016
H 0.414 -3.660 -2.330 0.089
H 0.271 -2.595 -3.727 0.095
H 2.650 -3.604 -3.976 0.128
```

---

Computed, not measured: a molecular structure, C28H26GaN3O3SSi, with ωB97M-V/def2-TZVPD.

## Properties
Orbital gap ... 0.26166 hartree
Net charge ... 0
Spin multiplicity ... 1

XYZ file:
```
63
Properties=species:S:1:pos:R:3:lowdin_charge:R:1
Ga -0.232 1.301 0.172 0.182
C -4.175 0.092 1.768 0.002
C -3.177 0.578 0.742 -0.339
O -1.987 0.612 1.110 -0.030
C -3.622 0.960 -0.567 -0.091
C -4.996 0.911 -0.902 -0.045
C -5.451 1.264 -2.139 -0.100
C -4.530 1.680 -3.119 -0.075
C -3.194 1.737 -2.840 -0.003
C -2.680 1.394 -1.557 -0.300
O -1.414 1.486 -1.377 -0.052
H -3.638 -0.174 2.674 0.084
H -4.719 -0.776 1.395 0.091
H -4.896 0.878 1.994 0.095
H -5.708 0.584 -0.155 0.104
H -6.508 1.225 -2.364 0.097
H -4.891 1.957 -4.101 0.105
H -2.471 2.055 -3.580 0.116
C 3.214 2.756 -2.099 -0.018
C 2.010 2.673 -1.395 -0.078
N 1.352 1.538 -1.257 0.078
C 1.859 0.410 -1.793 -0.130
C 3.058 0.401 -2.525 -0.137
C 3.735 1.622 -2.671 0.008
C 3.536 -0.833 -3.072 -0.015
C 2.870 -1.990 -2.866 -0.014
C 1.666 -2.021 -2.094 -0.132
C 0.954 -3.200 -1.824 0.007
C -0.191 -3.134 -1.069 -0.019
C -0.618 -1.891 -0.591 -0.085
N 0.029 -0.772 -0.832 0.093
C 1.153 -0.822 -1.569 -0.128
H 3.719 3.708 -2.184 0.113
H 1.557 3.538 -0.923 0.111
H 4.664 1.653 -3.227 0.121
H 4.447 -0.811 -3.657 0.117
H 3.235 -2.920 -3.285 0.118
H 1.314 -4.146 -2.209 0.121
H -0.764 -4.021 -0.841 0.113
H -1.513 -1.809 0.012 0.120
C 3.031 1.020 1.610 -0.214
Si 1.218 0.565 1.975 0.601
C 0.693 1.462 3.567 -0.211
C 1.173 -1.305 2.320 -0.285
C 2.284 -2.141 2.218 -0.099
C 2.175 -3.512 2.416 -0.095
C 0.947 -4.076 2.729 -0.103
C -0.170 -3.259 2.855 -0.096
C -0.053 -1.893 2.647 -0.124
H 3.678 0.817 2.466 0.031
H 3.105 2.084 1.376 0.024
H 3.412 0.458 0.751 0.016
H 1.320 1.207 4.423 0.028
H -0.344 1.214 3.809 0.023
H 0.746 2.541 3.408 0.009
H 3.256 -1.718 1.982 0.091
H 3.051 -4.144 2.333 0.098
H 0.860 -5.145 2.876 0.097
H -1.130 -3.692 3.114 0.100
H -0.927 -1.256 2.747 0.090
O -0.082 5.575 1.241 -0.559
S -0.871 4.348 1.341 0.748
N -0.372 3.160 0.616 -0.378
```

---

Computed, not measured: a molecular structure, C28H26N5NiPS, with ωB97M-V/def2-TZVPD.

## Properties
Orbital gap (spin up / spin down) ... 0.14861 / 0.19309 hartree
Net charge ... -2
Spin multiplicity ... 3

XYZ file:
```
62
Properties=species:S:1:pos:R:3:lowdin_charge:R:1
Ni 1.033 0.298 -0.056 0.220
N 2.234 1.304 4.697 -0.014
C 1.410 0.913 3.622 -0.953
S 0.683 -0.657 3.753 0.425
N 1.243 1.841 2.743 -0.053
N 0.684 1.562 1.516 -0.094
C -0.246 2.442 1.170 -0.165
C -0.741 2.564 -0.134 -0.305
C -1.828 3.444 -0.433 -0.087
C -2.282 3.584 -1.708 -0.151
C -1.652 2.838 -2.752 -0.142
C -0.615 1.998 -2.392 -0.223
N -0.142 1.826 -1.159 0.030
H 2.016 0.797 5.539 0.017
H 2.279 2.308 4.803 0.049
H -0.620 3.126 1.930 0.101
H -2.294 3.977 0.390 0.096
H -3.113 4.246 -1.930 0.075
H -1.969 2.915 -3.783 0.059
H -0.119 1.422 -3.171 0.081
C -1.237 -1.487 -1.789 -0.254
P -0.793 -0.981 -0.079 0.991
C -0.905 -2.627 0.748 -0.346
C -2.008 -3.473 0.619 -0.101
C -2.054 -4.687 1.291 -0.114
C -0.993 -5.069 2.107 -0.118
C 0.094 -4.226 2.258 -0.088
C 0.136 -3.009 1.580 -0.150
C -2.369 -0.257 0.509 -0.341
C -2.566 -0.198 1.894 -0.093
C -3.712 0.376 2.418 -0.091
C -4.678 0.914 1.571 -0.119
C -4.476 0.881 0.201 -0.109
C -3.328 0.297 -0.328 -0.102
H -2.168 -2.053 -1.841 0.029
H -0.413 -2.087 -2.179 0.042
H -1.322 -0.589 -2.404 0.013
H -2.850 -3.172 0.003 0.096
H -2.919 -5.332 1.184 0.085
H -1.030 -6.017 2.631 0.086
H 0.912 -4.496 2.915 0.099
H 0.956 -2.322 1.731 0.005
H -1.796 -0.591 2.556 0.044
H -3.851 0.413 3.492 0.095
H -5.571 1.370 1.982 0.084
H -5.210 1.322 -0.465 0.090
H -3.181 0.302 -1.402 0.091
C 2.954 -0.025 -0.661 -0.174
C 3.612 0.373 -1.874 -0.258
C 2.899 0.650 -3.059 -0.060
C 3.546 1.003 -4.234 -0.127
C 4.932 1.119 -4.282 -0.158
C 5.658 0.859 -3.122 -0.137
C 5.018 0.495 -1.946 -0.056
H 1.819 0.577 -3.023 0.069
H 2.962 1.189 -5.130 0.084
H 5.435 1.412 -5.197 0.071
H 6.740 0.942 -3.136 0.081
H 5.592 0.301 -1.047 0.103
N 3.748 -1.637 1.107 0.072
C 3.295 -0.851 0.256 -0.311
H 3.161 -2.355 1.500 0.008
```

---

Computed, not measured: a molecular structure, C28H27Br2N3ORhS, with ωB97M-V/def2-TZVPD.

## Properties
Orbital gap ... 0.25360 hartree
Net charge ... +1
Spin multiplicity ... 1

XYZ file:
```
63
Properties=species:S:1:pos:R:3:lowdin_charge:R:1
Rh 0.338 0.774 -0.540 0.549
Br 0.440 0.714 1.838 1.011
C 2.355 0.724 1.995 -0.505
C 2.931 0.700 3.223 -0.102
C 4.342 0.690 3.282 -0.059
C 5.076 0.694 2.132 -0.015
C 4.458 0.711 0.857 -0.157
C 5.212 0.692 -0.340 -0.028
C 4.577 0.685 -1.544 -0.064
C 3.163 0.714 -1.620 -0.115
C 2.380 0.751 -0.498 -0.217
C 3.042 0.736 0.767 -0.218
H 2.339 0.681 4.129 0.111
H 4.829 0.670 4.247 0.114
H 6.158 0.677 2.179 0.121
H 6.293 0.672 -0.279 0.118
H 5.151 0.655 -2.461 0.110
H 2.718 0.695 -2.605 0.050
C 0.744 6.250 0.639 -0.025
C 0.581 5.146 -0.364 -0.219
C 0.463 5.390 -1.728 0.016
C 0.316 4.343 -2.629 -0.046
C 0.295 3.077 -2.100 -0.661
Br 0.120 1.484 -3.116 0.951
N 0.399 2.811 -0.804 -0.130
C 0.542 3.822 0.054 -0.044
H 0.768 7.222 0.151 0.085
H 1.672 6.129 1.200 0.094
H -0.079 6.249 1.354 0.094
H 0.488 6.408 -2.095 0.131
H 0.226 4.505 -3.693 0.123
H 0.629 3.553 1.099 0.113
C -4.384 -3.051 0.924 -0.068
C -4.426 -2.433 -0.465 -0.190
N -3.910 -1.054 -0.508 -0.116
C -4.901 0.026 -0.536 -0.247
C -5.334 0.480 0.851 -0.070
C -2.595 -0.824 -0.472 -0.664
S -2.080 0.829 -0.425 0.655
N -1.844 -1.938 -0.444 0.113
C -0.539 -2.078 -0.469 -0.391
O 0.397 -1.211 -0.544 -0.201
C -0.037 -3.485 -0.415 -0.134
C -0.929 -4.554 -0.373 -0.019
C -0.455 -5.854 -0.316 -0.067
C 0.912 -6.095 -0.303 -0.071
C 1.805 -5.033 -0.345 -0.068
C 1.334 -3.732 -0.402 -0.017
H -4.792 -4.061 0.887 0.082
H -4.976 -2.476 1.636 0.066
H -3.359 -3.107 1.288 0.065
H -5.452 -2.386 -0.828 0.118
H -3.852 -3.034 -1.166 0.109
H -5.756 -0.346 -1.100 0.118
H -4.485 0.860 -1.097 0.070
H -5.822 -0.325 1.398 0.068
H -6.042 1.304 0.764 0.082
H -4.476 0.824 1.428 0.062
H -1.991 -4.355 -0.385 0.094
H -1.152 -6.681 -0.284 0.107
H 1.281 -7.111 -0.259 0.108
H 2.870 -5.221 -0.335 0.107
H 2.024 -2.901 -0.436 0.112
```

---

Computed, not measured: a molecular structure, C28H27BrN4O3STe4W, with ωB97M-V/def2-TZVPD.

## Properties
Orbital gap ... 0.19819 hartree
Net charge ... +2
Spin multiplicity ... 1

XYZ file:
```
69
Properties=species:S:1:pos:R:3:lowdin_charge:R:1
W -0.529 -0.736 0.244 1.133
C -4.125 0.479 4.191 -0.045
C -3.785 -0.832 3.899 -0.042
C -2.590 -1.110 3.247 -0.054
C -1.750 -0.068 2.887 -0.322
C -2.069 1.249 3.207 -0.033
C -3.262 1.518 3.853 -0.039
N -0.507 -0.362 2.203 -0.169
C 0.653 -0.192 2.923 -0.265
C 0.637 -0.090 4.318 0.017
C 1.811 -0.093 5.041 0.001
C 3.069 -0.160 4.422 -0.033
C 3.133 -0.162 3.059 0.001
C 1.949 -0.110 2.280 -0.301
N 2.175 0.227 0.986 0.150
N 1.145 0.526 0.294 -0.110
C 1.254 1.016 -1.016 -0.338
C 2.319 1.664 -1.602 0.038
C 2.120 2.105 -2.907 -0.011
C 0.905 1.882 -3.541 -0.016
C -0.103 1.208 -2.860 -0.096
N 0.074 0.794 -1.611 0.006
H -5.056 0.695 4.698 0.118
H -4.438 -1.644 4.187 0.119
H -2.301 -2.134 3.059 0.047
H -1.389 2.047 2.940 0.121
H -3.520 2.539 4.097 0.118
H -0.311 -0.092 4.836 0.129
H 1.755 -0.065 6.121 0.129
H 3.968 -0.173 5.020 0.124
H 4.075 -0.138 2.528 0.129
H 3.238 1.830 -1.059 0.128
H 2.913 2.629 -3.424 0.128
H 0.733 2.223 -4.552 0.124
H -1.065 1.004 -3.314 0.134
Te -2.824 -1.337 -0.909 1.035
Te -2.025 -4.870 -1.447 0.282
Te -1.495 -3.627 0.754 0.151
Te 1.012 -3.022 1.340 0.562
Br -6.018 5.212 -1.767 0.814
C -4.445 4.650 -0.899 -0.668
C -3.662 5.574 -0.216 -0.083
C -2.500 5.164 0.424 -0.041
C -2.119 3.834 0.390 -0.008
C -2.912 2.915 -0.295 -0.132
C -4.078 3.318 -0.946 -0.044
C -2.521 1.508 -0.334 -0.542
O -3.148 0.722 -1.125 -0.364
O -1.582 1.086 0.408 -0.204
H -3.963 6.612 -0.189 0.116
H -1.896 5.891 0.947 0.119
H -1.212 3.506 0.880 0.114
H -4.690 2.600 -1.473 0.119
C -0.946 -2.563 -4.123 -0.156
C 0.306 -3.083 -3.437 -0.417
S 1.224 -1.780 -2.626 1.033
O 0.622 -1.670 -1.206 -0.896
C 2.781 -2.633 -2.305 -0.368
C 3.686 -2.603 -3.529 -0.105
H -1.436 -3.387 -4.641 0.089
H -0.706 -1.798 -4.861 0.084
H -1.658 -2.158 -3.401 -0.026
H 1.023 -3.496 -4.148 0.101
H 0.090 -3.833 -2.670 -0.033
H 2.540 -3.641 -1.965 0.101
H 3.210 -2.082 -1.468 0.090
H 3.238 -3.097 -4.390 0.076
H 4.608 -3.132 -3.298 0.095
H 3.944 -1.582 -3.810 0.082
```

---

> Number 7 is which compound?

C28H27BrN4O3STe4W

---

> Look up the spin multiplicity of the fourth one.

1

---

> Which value of net charge does entry 4 give?

0

---

> Which formula does entry 7 have?

C28H27BrN4O3STe4W